(1)
{"formula": "C49H44BrN9O4P2TeTl", "method": "wB97M-V/def2-TZVPD", "elements": ["Tl", "N", "C", "N", "C", "N", "C", "C", "N", "C", "C", "N", "H", "H", "H", "H", "H", "Te", "C", "C", "C", "N", "C", "C", "C", "P", "C", "C", "C", "C", "C", "C", "C", "C", "C", "C", "C", "C", "P", "C", "C", "C", "C", "C", "C", "C", "C", "C", "C", "C", "C", "H", "H", "H", "H", "H", "H", "H", "H", "H", "H", "H", "H", "H", "H", "H", "H", "H", "H", "H", "H", "H", "H", "H", "H", "Br", "C", "C", "C", "C", "C", "C", "C", "O", "O", "H", "H", "H", "H", "C", "N", "C", "C", "C", "N", "C", "O", "N", "H", "H", "H", "H", "H", "H", "H", "C", "O", "H", "H", "H", "H"], "positions_angstrom": [[14.9160, 12.9651, 13.2599], [11.8479, 17.0547, 14.1253], [12.9954, 16.6065, 14.7220], [12.9261, 15.3055, 14.8189], [11.7211, 15.0217, 14.2954], [11.0507, 16.0395, 13.8265], [11.1879, 13.6148, 14.3021], [9.8508, 13.2908, 14.4538], [9.5196, 11.9813, 14.5450], [10.4485, 11.0939, 14.5608], [11.8130, 11.4219, 14.5188], [12.1406, 12.6918, 14.4164], [11.6078, 18.0300, 13.9365], [13.8098, 17.1992, 15.0798], [8.9575, 13.9684, 14.4827], [10.2047, 9.9658, 14.5187], [12.5679, 10.6782, 14.4806], [18.8927, 13.2556, 16.8879], [18.0949, 14.4042, 18.4478], [17.1799, 15.4582, 18.3175], [16.8380, 16.0867, 19.4526], [17.3211, 15.8808, 20.6620], [18.1315, 14.8195, 20.7996], [18.4968, 14.0374, 19.7689], [17.7396, 11.5664, 16.9919], [17.0587, 11.0851, 18.6340], [16.1603, 9.5736, 18.3595], [16.6009, 8.4988, 19.2148], [15.9036, 7.2689, 19.1885], [15.0106, 7.0665, 18.1404], [14.6474, 8.0274, 17.2113], [15.1173, 9.3385, 17.4202], [15.6480, 12.1890, 18.8516], [14.7339, 12.6010, 17.8495], [13.5334, 13.1636, 18.2025], [13.2565, 13.3557, 19.5480], [14.1238, 13.0438, 20.5289], [15.3287, 12.4294, 20.1723], [17.8566, 10.4960, 15.6440], [17.9946, 8.7678, 15.9781], [17.5034, 7.9349, 14.9794], [17.7153, 6.5435, 15.0165], [18.4422, 5.9809, 16.0792], [18.9301, 6.7814, 17.1224], [18.7490, 8.2015, 17.0135], [19.1541, 11.0601, 14.5188], [20.3146, 10.3780, 14.6482], [21.4044, 10.6307, 13.8410], [21.3221, 11.6688, 12.8980], [20.1343, 12.3845, 12.7776], [19.0246, 12.1249, 13.6015], [16.8877, 15.8666, 17.3793], [16.1664, 16.9183, 19.5190], [18.5579, 14.6425, 21.7657], [19.3010, 13.3061, 19.8255], [17.4536, 8.4909, 19.8081], [16.0734, 6.4633, 19.8545], [14.5921, 6.0581, 18.0050], [13.8081, 7.7627, 16.5480], [14.6543, 10.1447, 16.8749], [14.9767, 12.4211, 16.8059], [12.8792, 13.6375, 17.4576], [12.2458, 13.7350, 19.7414], [13.7868, 13.0405, 21.5608], [15.9989, 12.0671, 20.9537], [16.8247, 8.3086, 14.1981], [17.2390, 5.8707, 14.2344], [18.5829, 4.9290, 16.2072], [19.4300, 6.4074, 17.9420], [19.0622, 8.8053, 17.7807], [20.2828, 9.4542, 15.2318], [22.3093, 10.0849, 13.9409], [22.0324, 11.8360, 12.1478], [19.8974, 13.0656, 12.0102], [18.0616, 12.5842, 13.3530], [9.1073, 13.5162, 10.8931], [9.9334, 11.8335, 10.5063], [9.4128, 10.8589, 9.6100], [10.1596, 9.7563, 9.3263], [11.4357, 9.5759, 9.9903], [11.8791, 10.5420, 10.9092], [11.1630, 11.7277, 11.1191], [13.2612, 10.3273, 11.4908], [13.8641, 9.2587, 11.2386], [13.7180, 11.3282, 12.1757], [8.4849, 11.0335, 9.0830], [9.8126, 9.0609, 8.5290], [12.0435, 8.7188, 9.7900], [11.5503, 12.5415, 11.6949], [16.3044, 11.4540, 8.7601], [15.2707, 12.3900, 9.2967], [14.0236, 12.3467, 8.7681], [13.0551, 13.2084, 9.1349], [13.4495, 14.2300, 10.0543], [14.7007, 14.2602, 10.6099], [15.6466, 13.3126, 10.2636], [16.7337, 13.2852, 10.8455], [12.6440, 15.2577, 10.2736], [15.9807, 10.4272, 8.8195], [17.1343, 11.4872, 9.4426], [16.4751, 11.7148, 7.7260], [13.8406, 11.4617, 8.1197], [12.0248, 13.0851, 8.8150], [11.8729, 15.5078, 9.6407], [12.9726, 15.9096, 11.0098], [17.0757, 8.4256, 11.6869], [16.4068, 9.5809, 12.2273], [18.1160, 8.7055, 11.4579], [16.5676, 8.1145, 10.7204], [17.1522, 7.5579, 12.3662], [15.4586, 9.4587, 11.9331]], "forces_ev_per_angstrom": [[0.27, 0.27, 0.25], [1.60, 1.53, 0.45], [-1.12, 0.02, -0.52], [0.59, -0.01, 0.45], [-0.92, -1.93, -0.53], [-0.68, 0.10, 0.07], [0.26, 1.30, 1.06], [-1.07, -0.80, -0.22], [-1.42, 1.48, 0.05], [1.48, -3.25, -0.43], [-1.56, 1.03, -0.19], [0.87, -0.36, -0.43], [-0.07, -0.73, -0.03], [0.10, 0.45, -0.06], [1.40, -0.32, -0.15], [-0.03, 1.94, 0.31], [0.68, -0.50, 0.16], [0.04, 0.63, -0.67], [-0.62, -0.33, 1.56], [1.72, -1.74, -1.32], [-0.90, 2.00, 2.24], [0.48, -1.48, 0.68], [-0.49, 1.32, 1.05], [1.09, -0.33, -3.26], [0.08, -1.17, 0.22], [0.16, 0.74, -0.77], [-0.06, -2.40, 0.38], [-2.86, -0.68, -1.93], [0.03, 1.69, -1.66], [-0.10, -1.37, -0.02], [-0.52, 0.99, 1.03], [0.38, -0.81, 0.47], [-0.73, 0.56, -0.27], [0.84, -0.53, -0.08], [0.38, 1.01, -0.52], [-2.27, 0.81, -0.98], [0.62, -1.35, 0.96], [0.10, 0.04, 0.71], [-0.67, 1.66, 0.42], [0.79, -1.18, -0.12], [-0.99, -1.27, -0.64], [-0.26, -0.34, -0.17], [-0.18, 0.90, 0.56], [-1.49, 2.95, -2.95], [-0.94, -2.68, -1.17], [-1.58, 1.31, -0.09], [1.22, -1.92, -0.08], [-0.01, 1.58, -0.68], [-1.62, -0.59, 0.88], [-1.34, -0.72, 1.34], [0.46, -1.03, -0.40], [-0.41, -0.11, -0.66], [-0.49, 0.44, -0.88], [0.02, 0.01, 0.55], [-0.43, -0.16, 0.47], [1.34, 0.87, 1.20], [0.48, -0.47, 0.62], [0.06, 0.49, 0.24], [0.76, 0.48, -0.02], [0.22, 0.22, -0.18], [0.01, 0.15, -0.01], [0.18, -0.71, 0.17], [0.51, 0.02, 0.38], [0.34, 0.41, -0.02], [-0.11, 0.19, -0.12], [0.57, 0.17, 0.37], [0.78, 1.05, 1.07], [-0.05, -0.57, -0.39], [1.00, -0.90, 1.56], [1.02, 1.40, 1.72], [0.46, 0.45, 0.17], [0.52, -0.58, 0.01], [1.36, 0.14, -0.61], [0.47, 0.85, -0.97], [0.41, -0.03, 0.38], [-0.49, -0.23, -0.43], [0.01, 0.08, -0.18], [-0.07, 1.64, 0.65], [2.00, -1.10, 0.10], [-2.09, 1.16, -0.13], [0.32, -0.90, -0.96], [-0.43, -1.40, -0.55], [0.67, 0.49, 0.18], [-0.34, 1.12, 0.50], [-0.46, -1.37, -0.79], [-0.09, 0.09, 0.18], [0.37, 0.44, 0.90], [0.24, -0.28, -0.01], [0.23, 0.10, 0.37], [-0.96, 0.32, 0.72], [1.02, -0.86, -0.73], [-0.13, -1.10, 0.04], [-0.03, 0.06, 0.04], [2.49, -0.64, -0.80], [-1.76, -0.31, -0.41], [-0.81, 0.76, 0.95], [-0.31, -0.39, -0.52], [-0.54, 1.49, 1.23], [-0.63, -0.30, -0.04], [0.61, 0.48, -0.21], [0.58, 0.09, -0.10], [0.09, 0.93, 0.37], [0.26, 0.14, -0.08], [0.65, -0.43, 0.87], [-0.57, -0.43, -1.11], [-0.09, 0.40, -1.09], [-0.27, -1.19, -0.23], [-0.30, 0.00, -0.03], [0.62, 0.17, 1.13], [-0.41, 0.30, -0.19], [0.47, 0.37, 0.32]], "lowdin_charge": [0.883, 0.013, -0.135, 0.108, -0.350, 0.123, -0.221, -0.069, 0.091, -0.138, -0.116, 0.075, 0.166, 0.121, 0.135, 0.143, 0.096, 1.439, -0.528, -0.106, -0.168, 0.099, -0.144, -0.159, -0.890, 0.994, -0.399, -0.092, -0.054, -0.086, -0.064, -0.071, -0.397, -0.090, -0.068, -0.095, -0.070, -0.105, 1.045, -0.399, -0.094, -0.048, -0.055, -0.024, -0.071, -0.433, -0.115, -0.037, -0.034, -0.044, -0.094, 0.099, 0.111, 0.111, 0.089, 0.077, 0.097, 0.116, 0.119, 0.088, 0.083, 0.107, 0.119, 0.117, 0.107, 0.088, 0.133, 0.101, 0.084, 0.074, 0.108, 0.103, 0.095, 0.100, 0.073, 0.732, -0.632, -0.113, -0.058, 0.016, -0.132, -0.143, -0.551, 0.005, -0.304, 0.105, 0.120, 0.104, 0.076, 0.025, -0.022, -0.042, -0.012, -0.385, 0.125, -0.589, -0.053, 0.166, 0.085, 0.082, 0.095, 0.158, 0.117, 0.130, 0.128, -0.155, -0.194, 0.079, 0.100, 0.046, 0.027], "e_above_lowest_kcal_mol": 39.11, "lumo_ev": -4.070, "total_charge": 1, "homo_lumo_gap_ev": 6.5367, "homo_energy_ha": -0.3898}


(2)
{"formula": "C49H44EuN5O3P2Si", "method": "wB97M-V/def2-TZVPD", "elements": ["Eu", "C", "Si", "C", "C", "C", "C", "C", "C", "P", "C", "C", "C", "C", "C", "C", "C", "C", "C", "C", "C", "C", "C", "C", "C", "C", "C", "C", "P", "C", "C", "C", "C", "C", "C", "C", "C", "C", "C", "C", "C", "H", "H", "H", "H", "H", "H", "H", "H", "H", "H", "H", "H", "H", "H", "H", "H", "H", "H", "H", "H", "H", "H", "H", "H", "H", "H", "H", "H", "H", "H", "H", "O", "N", "C", "C", "N", "C", "N", "N", "C", "O", "C", "C", "C", "N", "C", "C", "H", "H", "H", "H", "H", "H", "C", "C", "C", "O", "H", "H", "H", "H", "H", "H", "H"], "positions_angstrom": [[-0.9140, -1.0649, -0.3059], [-1.0267, -1.1670, 3.7574], [0.0082, -0.4819, 2.2459], [1.7854, -1.1627, 2.6527], [2.0586, -1.7247, 3.8925], [3.2002, -2.4714, 4.1223], [4.0761, -2.7267, 3.0843], [3.8395, -2.1739, 1.8388], [2.7167, -1.3828, 1.6210], [2.5899, -0.3364, 0.1111], [1.6805, -1.3626, -1.1642], [1.8032, -2.7897, -1.2092], [1.3140, -3.5886, -2.1918], [0.3884, -3.2439, -3.2191], [-0.2448, -2.0884, -3.4920], [1.0433, -0.5303, -2.0334], [4.3048, -0.4900, -0.5349], [4.6422, -1.1323, -1.7236], [5.9675, -1.1985, -2.1226], [6.9612, -0.6157, -1.3551], [6.6282, 0.0616, -0.1916], [5.3085, 0.1324, 0.2094], [-0.1309, 1.4218, 2.6743], [-0.0129, 1.8713, 3.9857], [-0.3523, 3.1600, 4.3549], [-0.8684, 4.0313, 3.4117], [-0.9632, 3.6297, 2.0926], [-0.5685, 2.3495, 1.7151], [-0.4036, 1.9242, -0.0694], [1.2591, 2.6548, -0.3347], [1.6423, 2.8932, -1.6549], [2.9303, 3.2997, -1.9467], [3.8472, 3.4832, -0.9246], [3.4636, 3.2789, 0.3903], [2.1804, 2.8573, 0.6889], [-1.4171, 3.1786, -0.9356], [-1.0235, 4.5091, -1.0731], [-1.8143, 5.3972, -1.7768], [-3.0000, 4.9674, -2.3517], [-3.3940, 3.6449, -2.2270], [-2.6041, 2.7516, -1.5249], [-0.9091, -2.2451, 3.8426], [-2.0867, -0.9664, 3.6008], [-0.7554, -0.7243, 4.7129], [1.3693, -1.5705, 4.7068], [3.3975, -2.8673, 5.1072], [4.9532, -3.3330, 3.2481], [4.5385, -2.3588, 1.0346], [2.4407, -3.2293, -0.4489], [1.5941, -4.6334, -2.1771], [0.0896, -4.0747, -3.8445], [-1.0044, -2.0577, -4.2595], [1.2438, 0.5387, -1.9530], [3.8801, -1.5860, -2.3431], [6.2244, -1.7144, -3.0370], [7.9930, -0.6845, -1.6670], [7.4006, 0.5293, 0.4021], [5.0438, 0.6562, 1.1183], [0.3670, 1.1948, 4.7361], [-0.2295, 3.4770, 5.3797], [-1.1774, 5.0262, 3.6953], [-1.3451, 4.3164, 1.3491], [0.9176, 2.7701, -2.4514], [3.2185, 3.4649, -2.9736], [4.8575, 3.7864, -1.1535], [4.1722, 3.4395, 1.1901], [1.9040, 2.6807, 1.7183], [-0.0915, 4.8448, -0.6396], [-1.4991, 6.4257, -1.8849], [-3.6082, 5.6629, -2.9109], [-4.3084, 3.3073, -2.6941], [-2.8863, 1.7059, -1.4562], [-1.1869, -0.3552, -2.3043], [-0.0444, -0.7696, -2.9507], [0.2543, 0.0400, -4.1361], [1.4157, -0.2475, -4.8199], [2.3977, -0.5050, -5.3722], [-0.6230, 1.0579, -4.4458], [-1.3650, 1.9182, -4.6556], [-8.3243, 0.1125, 0.6707], [-7.6323, -0.4543, -0.3448], [-8.1603, -0.8558, -1.3568], [-6.1459, -0.5337, -0.1481], [-5.4398, -1.5043, -0.8548], [-4.0613, -1.5509, -0.7397], [-3.3740, -0.6976, 0.0248], [-4.0493, 0.2318, 0.6992], [-5.4265, 0.3560, 0.6461], [-9.3252, 0.1761, 0.5773], [-7.9087, 0.3258, 1.5602], [-5.9783, -2.1987, -1.4814], [-3.4668, -2.2931, -1.2698], [-3.4504, 0.9111, 1.3010], [-5.9076, 1.1497, 1.1963], [-0.0972, -4.4897, 0.9862], [-1.4172, -4.1257, 0.2656], [-2.5443, -3.9088, 1.3058], [-1.2642, -3.0410, -0.5625], [-0.2597, -5.2712, 1.7245], [0.3193, -3.6095, 1.4819], [0.6223, -4.8437, 0.2525], [-1.7030, -5.0088, -0.3515], [-2.4305, -2.9322, 1.7851], [-2.5155, -4.6836, 2.0668], [-3.5144, -3.9409, 0.8163]], "forces_ev_per_angstrom": [[-1.01, 0.14, 1.04], [0.27, 0.07, -0.61], [0.59, 0.73, 2.32], [-0.54, 0.07, -0.35], [-0.04, 0.06, 0.09], [0.11, -0.11, 0.05], [0.09, -0.04, 0.09], [-0.04, -0.12, -0.06], [0.16, 0.14, -0.15], [0.26, -0.42, -0.15], [0.27, 0.40, -0.52], [0.03, -0.61, -0.54], [0.47, 0.29, 0.70], [-0.28, 0.62, -0.16], [-0.06, -1.49, -0.28], [1.02, 0.10, 1.16], [-0.17, 0.17, -0.15], [-0.16, 0.06, 0.19], [0.14, -0.03, -0.09], [0.02, -0.04, -0.08], [0.05, 0.02, 0.04], [-0.13, -0.04, -0.03], [-0.09, -0.50, -0.48], [0.13, 0.02, 0.08], [0.03, -0.04, 0.10], [-0.02, 0.11, -0.05], [-0.07, 0.08, -0.01], [-0.18, -0.07, -0.11], [0.18, 1.01, 0.80], [0.03, -0.14, -0.24], [-0.15, -0.06, 0.21], [0.16, 0.00, -0.11], [0.03, 0.02, -0.05], [0.05, 0.05, 0.02], [-0.19, 0.16, -0.07], [-0.03, -0.38, -0.06], [0.00, -0.07, 0.00], [0.01, 0.08, 0.02], [-0.08, -0.08, -0.01], [-0.17, 0.09, -0.03], [0.14, -0.02, 0.10], [0.00, -0.19, 0.00], [-0.12, 0.06, -0.04], [0.09, 0.08, 0.10], [-0.14, -0.01, 0.14], [0.02, -0.06, 0.11], [0.11, -0.10, 0.01], [0.06, 0.03, 0.01], [-0.09, -0.01, -0.01], [0.05, -0.06, 0.11], [-0.14, 0.07, -0.09], [0.02, 0.14, 0.07], [-0.36, -0.28, -0.11], [0.02, 0.00, -0.02], [-0.01, 0.00, -0.07], [0.08, 0.02, -0.03], [0.04, 0.05, 0.05], [0.02, 0.04, 0.09], [0.02, -0.10, 0.17], [-0.02, 0.04, 0.12], [-0.02, 0.11, 0.04], [0.02, 0.04, 0.06], [-0.01, -0.02, -0.13], [0.04, 0.02, -0.11], [0.10, 0.04, -0.03], [0.06, 0.00, 0.07], [-0.01, -0.04, 0.05], [0.04, 0.01, 0.00], [0.01, 0.05, -0.01], [-0.06, 0.03, -0.06], [-0.02, -0.03, -0.05], [-0.01, 0.06, -0.09], [-0.50, 0.66, -1.81], [0.69, -0.23, -0.93], [-0.31, 0.47, -0.18], [0.47, -0.14, -0.13], [0.35, -0.12, -0.16], [-0.43, 0.45, 0.05], [-0.17, 0.26, -0.17], [-0.17, 0.14, 0.21], [-0.13, 0.08, 0.15], [0.05, -0.13, -0.16], [0.55, -0.06, -0.15], [-0.07, 0.18, 0.14], [-0.23, -0.19, -0.20], [-0.18, 0.03, -0.03], [0.11, 0.24, 0.25], [-0.02, -0.24, -0.12], [0.06, -0.03, 0.01], [-0.03, -0.05, -0.08], [0.02, -0.02, -0.09], [-0.17, 0.08, 0.06], [-0.07, -0.01, -0.03], [-0.01, 0.09, 0.02], [-0.46, 0.15, -0.46], [-0.14, -1.53, 0.83], [0.39, 0.04, -0.56], [-0.32, -0.52, -0.21], [0.01, -0.07, 0.07], [0.03, 0.06, 0.11], [0.14, -0.02, 0.05], [0.08, 0.26, 0.29], [0.04, -0.02, 0.12], [-0.05, -0.06, 0.11], [-0.17, 0.06, -0.01]], "lowdin_spin": [6.075, -0.002, -0.012, -0.003, -0.001, 0.000, 0.000, 0.000, -0.001, 0.001, -0.002, -0.001, 0.002, 0.000, 0.002, -0.006, 0.001, 0.000, 0.000, 0.000, 0.000, 0.000, -0.001, 0.000, 0.000, 0.000, 0.000, 0.000, -0.008, -0.001, -0.001, 0.000, -0.001, 0.000, -0.001, -0.002, 0.000, 0.000, 0.000, 0.000, 0.000, 0.000, 0.000, 0.000, 0.000, 0.000, 0.000, 0.000, 0.000, 0.000, 0.000, 0.000, 0.000, 0.000, 0.000, 0.000, 0.000, 0.000, 0.000, 0.000, 0.000, 0.000, 0.000, 0.000, 0.000, 0.000, 0.000, 0.000, 0.000, 0.000, 0.000, 0.000, -0.010, 0.001, 0.001, 0.000, 0.000, 0.000, 0.000, 0.000, 0.000, 0.000, 0.000, 0.000, 0.001, -0.007, 0.000, 0.000, 0.000, 0.000, 0.000, 0.000, 0.000, 0.000, 0.000, -0.002, 0.000, -0.022, 0.000, 0.000, 0.000, -0.001, 0.000, 0.000, 0.000], "e_above_lowest_kcal_mol": 17.65, "spin_multiplicity": 7, "lumo_ev": [-1.072, -1.054], "homo_lumo_gap_ev": [6.3180, 6.2530], "s2": 12.0191, "homo_energy_ha": [-0.2716, -0.2685]}